1.
A gas-phase ion, C3H9N2 (charge +1). Source: the Open Molecules 2025 dataset; level of theory: wB97M-V/def2-TZVPD.

Atoms and positions in Å:
C  0.825  0.438  1.274
C  -0.210  0.233  0.226
N  -1.615  0.158  0.735
C  -0.012  -0.184  -1.046
N  1.182  -0.695  -1.425
H  1.133  -0.477  1.794
H  1.741  0.739  0.761
H  0.613  1.242  1.975
H  -1.878  -0.817  0.896
H  -1.744  0.697  1.593
H  -2.269  0.479  0.017
H  -0.648  0.110  -1.873
H  1.981  -0.576  -0.822
H  1.417  -0.843  -2.392

Computed properties:
E_HOMO: -12.732 eV
Energy above the lowest of the compared OMol25 structures with the same formula, charge and spin: 30.51 kcal/mol
F_max: 1.27 eV Å⁻¹
Charge: +1
SMILES string: C/C([NH3+])=C\N
LUMO level: -3.6 eV
Energy: -6229.7253 eV

Atom charges from the Löwdin analysis, given in e for atoms 1 to 4:
1. C -0.046
2. C -0.301
3. N 0.220
4. C -0.140

---

2.
A molecular structure, C17H18BN7O3RuS. Source: the Open Molecules 2025 dataset; level of theory: wB97M-V/def2-TZVPD.

Atoms and positions in Å:
H  -0.143  2.761  0.457
N  0.216  1.542  -1.220
B  0.897  0.631  -3.493
N  0.729  1.781  -2.492
C  0.984  3.088  -2.622
Ru  -0.346  -0.381  -0.666
H  1.438  3.399  -3.545
C  0.624  3.728  -1.448
H  0.706  4.769  -1.223
C  0.155  2.732  -0.581
H  1.320  1.023  -4.534
C  -1.646  -2.594  0.393
H  -1.867  -2.124  1.360
H  -0.908  -3.385  0.540
H  -2.559  -3.049  -0.007
N  -0.529  0.027  -3.616
N  1.749  -0.469  -2.842
N  -1.177  -0.445  -2.475
N  1.355  -1.023  -1.625
C  -1.335  -0.112  -4.675
C  2.869  -1.068  -3.268
H  -0.971  0.230  -5.634
H  3.302  -0.692  -4.183
C  -2.519  -0.709  -4.252
C  3.213  -2.061  -2.360
C  -2.404  -0.907  -2.872
C  2.272  -1.984  -1.318
H  -3.349  -0.976  -4.867
H  4.030  -2.751  -2.446
H  -3.083  -1.337  -2.146
H  2.185  -2.515  -0.380
H  -1.241  -1.807  -0.359
O  -0.537  3.371  3.409
S  0.456  2.327  3.406
O  1.801  2.670  3.796
N  0.411  1.454  2.003
C  0.112  0.181  2.162
O  0.180  -0.678  1.194
C  -0.299  -0.162  3.537
C  -0.765  -1.368  4.082
C  -0.966  -1.437  5.461
C  -0.728  -0.317  6.276
C  -0.292  0.895  5.723
C  -0.103  0.938  4.348
H  -0.948  -2.210  3.416
H  -1.305  -2.369  5.914
H  -0.887  -0.396  7.348
H  -0.095  1.779  6.326

Computed properties:
E_HOMO (spin up / spin down): -15.203 / -15.044 eV
Energy above the lowest of the compared OMol25 structures with the same formula, charge and spin: 0.00 kcal/mol
F_max: 3.20 eV Å⁻¹
Spin multiplicity: 5
Charge: +2
LUMO level (spin up / spin down): -7.3 / -10.9 eV
Energy: -48568.9675 eV

Atom charges from the Löwdin analysis, given in e for atoms 1 to 4:
1. H 0.080
2. N -0.083
3. B -0.488
4. N -0.006

---

3.
A single C4H8N2 molecule. Source: the Open Molecules 2025 dataset; level of theory: wB97M-V/def2-TZVPD.

Atoms and positions in Å:
C  1.598  -0.684  -0.040
C  0.261  0.017  0.175
C  -0.183  1.373  -0.336
C  -0.904  0.183  -0.777
N  -1.782  -0.512  0.388
N  -0.607  -0.423  1.263
H  2.262  0.198  -0.064
H  1.653  -1.158  -1.042
H  1.614  -1.529  0.714
H  0.317  1.718  -1.208
H  -0.517  2.255  0.324
H  -0.920  -0.338  -1.694
H  -2.439  0.262  0.754
H  -0.354  -1.362  1.544

Computed properties:
E_HOMO: -8.226 eV
Energy above the lowest of the compared OMol25 structures with the same formula, charge and spin: 92.32 kcal/mol
F_max: 4.78 eV Å⁻¹
SMILES string: C[C@@]12C[C@@H]1NN2
LUMO level: 1.1 eV
Energy: -7253.8719 eV

Atom charges from the Löwdin analysis, given in e for atoms 1 to 4:
1. C -0.014
2. C -0.481
3. C -0.071
4. C -0.174

---

4.
A gas-phase ion, C5H9N2 (charge +1). Source: the Open Molecules 2025 dataset; level of theory: wB97M-V/def2-TZVPD.

Atoms and positions in Å:
H  -1.954  2.407  2.404
N  -1.746  1.673  1.754
C  -0.766  1.907  1.013
C  -0.204  0.628  0.033
N  -0.577  -0.464  0.516
C  0.008  -1.664  -0.078
C  1.168  -1.055  -0.944
C  0.798  0.331  -1.198
H  -0.116  2.798  0.996
H  -1.333  -0.639  1.157
H  -0.753  -2.195  -0.710
H  0.219  -2.335  0.797
H  1.298  -1.676  -1.920
H  2.211  -1.049  -0.491
H  1.662  1.042  -1.300
H  0.085  0.290  -2.028

Computed properties:
E_HOMO: -15.245 eV
Energy above the lowest of the compared OMol25 structures with the same formula, charge and spin: 68.84 kcal/mol
F_max: 4.25 eV Å⁻¹
Charge: +1
SMILES string: [H]/N=C/C1=[NH+]CCC1
LUMO level: -4.7 eV
Energy: -8302.7469 eV

Atom charges from the Löwdin analysis, given in e for atoms 1 to 4:
1. H 0.079
2. N 0.131
3. C -0.077
4. C -0.019

---

5.
A molecular structure, C5H7N. Source: the Open Molecules 2025 dataset; level of theory: wB97M-V/def2-TZVPD.

Atoms and positions in Å:
C  -0.098  -0.799  -1.273
C  0.556  0.554  -1.448
C  -0.116  1.046  0.625
C  -0.604  -0.347  1.042
N  0.359  -1.029  0.132
C  1.061  0.309  -0.077
H  0.495  -1.443  -1.942
H  -1.159  -0.957  -1.506
H  -0.735  1.572  -0.140
H  0.168  1.780  1.360
H  -0.345  -0.576  2.079
H  -1.657  -0.601  0.874
H  2.077  0.490  0.275

Computed properties:
E_HOMO: -8.362 eV
Energy above the lowest of the compared OMol25 structures with the same formula, charge and spin: 128.74 kcal/mol
F_max: 0.95 eV Å⁻¹
LUMO level: 0.4 eV
Energy: -6782.9300 eV

Atom charges from the Löwdin analysis, given in e for atoms 1 to 4:
1. C -0.225
2. C 0.106
3. C -0.117
4. C -0.172

---

6.
2 unconnected molecules or ions with the total composition CH5FN2P. Source: the Open Molecules 2025 dataset; level of theory: wB97M-V/def2-TZVPD.

Atoms and positions in Å:
C  -0.119  -0.099  -0.544
N  1.112  0.322  -0.760
N  -1.088  0.123  -1.290
F  0.777  0.400  2.466
P  -0.644  -0.052  3.023
H  1.572  0.161  -1.669
H  1.898  0.066  -0.132
H  -0.858  0.440  -2.216
H  -2.125  -0.105  -1.035
H  -0.524  -1.257  2.158

Computed properties:
E_HOMO (spin up / spin down): -12.068 / -14.211 eV
F_max: 4.87 eV Å⁻¹
Spin multiplicity: 3
Charge: +1
LUMO level (spin up / spin down): -4.3 / -7.3 eV
Energy: -16094.0757 eV

Atom charges from the Löwdin analysis, given in e for atoms 1 to 4:
1. C -0.102
2. N 0.167
3. N 0.198
4. F -0.527